Molecular formula: C37H48Cl2OP4Pd
Method: DFT, ωB97M-V/def2-TZVPD

For the total energy, the calculation gives -3926.8332 Ha. For the HOMO energy (alpha / beta), the calculation gives -11.06 / -12.86 eV. Its expectation value of S² is 6.047. As for the HOMO-LUMO gap (alpha / beta): 6.1 / 5.1 eV. For the LUMO energy (alpha / beta), the calculation gives -4.998 / -7.778 eV. The max |F| comes out at 0.155 Eh/bohr.

The geometry in ORCA input format:
```
! wB97M-V def2-TZVPD RIJCOSX def2/J DEFGRID3
* xyz 2 5
P 1.22 1.72 -3.58
C 0.64 0.31 -4.47
C -0.02 0.99 -5.54
H -0.38 2.01 -5.35
C -0.05 0.39 -6.78
H -0.45 0.96 -7.61
C 0.45 -0.91 -6.91
H 0.42 -1.37 -7.90
C 0.95 -1.64 -5.83
H 1.29 -2.67 -5.97
C 1.04 -1.05 -4.56
H 1.39 -1.58 -3.67
C -0.13 2.56 -2.69
C -1.53 2.29 -2.70
H -1.90 1.30 -3.00
C -2.43 3.30 -2.34
H -3.51 3.13 -2.40
C -1.94 4.56 -1.94
H -2.64 5.36 -1.72
C -0.57 4.80 -1.81
H -0.18 5.77 -1.51
C 0.32 3.78 -2.12
H 1.40 3.93 -2.02
C 2.70 1.48 -2.57
C 3.50 2.09 -3.55
H 3.00 2.34 -4.51
C 4.82 2.41 -3.29
H 5.39 2.92 -4.07
C 5.35 2.05 -2.05
H 6.39 2.29 -1.85
C 4.60 1.39 -1.07
H 5.06 1.11 -0.12
C 3.23 1.09 -1.31
H 2.63 0.55 -0.57
Pd -1.09 -2.11 1.53
C -1.10 -0.13 2.38
C -0.83 1.14 1.99
H -1.44 -0.27 3.44
C -0.20 1.56 0.66
O 1.09 2.23 0.94
H 1.60 2.26 0.09
C 0.01 0.29 0.02
H -0.87 2.15 -0.02
C -0.20 -1.01 0.36
Cl -2.35 -3.05 3.28
Cl -0.74 -3.79 -0.43
P -3.12 -1.90 0.21
C -3.94 -3.50 0.23
H -4.25 -3.72 1.25
H -3.20 -4.25 -0.07
H -4.77 -3.49 -0.47
C -4.12 -0.70 1.09
H -3.72 0.30 0.94
H -4.09 -0.94 2.16
H -5.15 -0.75 0.73
C -3.12 -1.37 -1.49
H -2.40 -1.94 -2.07
H -2.86 -0.32 -1.58
H -4.11 -1.52 -1.91
P -1.18 2.57 3.09
C -2.20 2.07 4.47
C -2.02 3.88 2.17
H -1.75 1.20 4.98
H -3.22 1.82 4.12
H -2.26 2.92 5.17
H -1.44 4.21 1.30
H -2.15 4.75 2.84
H -3.01 3.55 1.86
C 0.37 3.25 3.70
H 0.88 2.53 4.35
H 0.15 4.15 4.30
H 1.02 3.52 2.86
H 0.11 -1.58 -0.60
C 2.57 -2.68 0.71
P 1.29 -2.25 1.91
C 1.99 -0.94 2.93
C 1.21 -3.73 3.00
C 0.70 -4.92 2.45
C 0.55 -6.05 3.23
C 0.87 -6.02 4.58
C 1.34 -4.82 5.15
C 1.50 -3.68 4.37
H 2.25 -3.55 0.13
H 2.73 -1.83 0.04
H 3.51 -2.92 1.24
H 1.35 -0.76 3.79
H 3.00 -1.20 3.27
H 2.04 -0.02 2.34
H 0.35 -4.91 1.41
H 0.15 -6.96 2.77
H 0.75 -6.91 5.20
H 1.58 -4.78 6.22
H 1.83 -2.73 4.82
*
```

=====

Molecular formula: C37H48CoN3Si
Method: DFT, ωB97M-V/def2-TZVPD

For the total energy, the calculation gives -3275.1109 Ha. For the HOMO energy (alpha / beta), the calculation gives -10.34 / -10.80 eV. Its expectation value of S² is 3.761. As for the HOMO-LUMO gap (alpha / beta): 7.3 / 7.5 eV. For the LUMO energy (alpha / beta), the calculation gives -3.079 / -3.299 eV. The max |F| comes out at 0.008 Eh/bohr.

The geometry in ORCA input format:
```
! wB97M-V def2-TZVPD RIJCOSX def2/J DEFGRID3
* xyz 1 4
Co -0.11 0.12 -0.04
C 6.31 -0.60 -3.10
C 4.97 -1.07 -3.67
C 5.03 -2.59 -3.87
C 4.74 -0.38 -5.02
C 3.81 -0.73 -2.75
C 3.96 -0.01 -1.57
C 2.85 0.25 -0.79
N 1.63 -0.15 -1.11
C 1.45 -0.83 -2.26
C 2.51 -1.14 -3.07
C 0.03 -1.20 -2.58
C -0.33 -1.81 -3.77
C -1.66 -2.12 -4.03
C -2.59 -1.78 -3.05
C -2.16 -1.18 -1.88
N -0.88 -0.89 -1.64
C -2.12 -2.78 -5.33
C -3.08 -1.82 -6.05
C -0.94 -3.09 -6.26
C -2.84 -4.09 -4.98
H 7.11 -0.88 -3.79
H 6.53 -1.06 -2.13
H 6.35 0.49 -2.99
H 5.87 -2.84 -4.53
H 4.12 -2.98 -4.33
H 5.18 -3.11 -2.92
H 5.57 -0.60 -5.69
H 4.66 0.70 -4.90
H 3.82 -0.73 -5.50
H 4.92 0.35 -1.24
H 2.94 0.82 0.14
H 2.34 -1.70 -3.98
H 0.43 -2.03 -4.50
H -3.64 -1.98 -3.17
H -2.87 -0.89 -1.11
H -2.60 -0.87 -6.27
H -3.97 -1.62 -5.45
H -3.41 -2.27 -6.99
H -0.42 -2.18 -6.57
H -1.32 -3.57 -7.16
H -0.23 -3.78 -5.79
H -3.73 -3.91 -4.38
H -2.18 -4.77 -4.44
H -3.16 -4.58 -5.90
C -0.65 1.99 0.42
Si -0.33 1.93 2.24
C -0.74 0.14 2.75
N -0.17 -0.88 1.81
C -1.06 -2.07 1.70
C -1.21 -2.83 3.01
C 0.15 -3.00 3.72
C 1.29 -2.72 2.75
C 1.21 -1.29 2.23
C 1.46 2.28 2.65
C 2.01 1.89 3.88
C 3.33 2.17 4.20
C 4.13 2.85 3.30
C 3.61 3.25 2.08
C 2.28 2.97 1.76
C -1.47 3.02 3.24
C -2.86 2.87 3.13
C -3.73 3.70 3.81
C -3.23 4.71 4.62
C -1.86 4.89 4.75
C -0.99 4.04 4.06
H -0.09 2.76 -0.11
H -1.72 2.16 0.24
H -1.84 0.06 2.72
H -0.45 -0.08 3.78
H -0.64 -2.72 0.92
H -2.03 -1.73 1.34
H -1.67 -3.80 2.80
H -1.91 -2.30 3.66
H 0.24 -4.00 4.13
H 0.23 -2.31 4.56
H 1.27 -3.43 1.92
H 2.26 -2.85 3.23
H 1.91 -1.15 1.41
H 1.52 -0.61 3.02
H 1.39 1.37 4.61
H 3.73 1.86 5.16
H 5.16 3.07 3.55
H 4.23 3.80 1.38
H 1.88 3.31 0.81
H -3.27 2.09 2.49
H -4.80 3.56 3.71
H -3.91 5.37 5.16
H -1.47 5.67 5.38
H 0.08 4.19 4.17
*
```

=====

Molecular formula: C37H48N5O5SScSi
Method: DFT, ωB97M-V/def2-TZVPD

For the total energy, the calculation gives -3537.4153 Ha. For the HOMO energy, the calculation gives -8.55 eV. As for the HOMO-LUMO gap: 8.7 eV. For the LUMO energy, the calculation gives 0.179 eV. The calculation puts the energy relative to the best compared isomer or geometry (same formula, charge and spin) at 4.3 kcal per mole. The max |F| comes out at 0.003 Eh/bohr.

The geometry in ORCA input format:
```
! wB97M-V def2-TZVPD RIJCOSX def2/J DEFGRID3
* xyz 0 1
Sc -0.55 0.81 -0.27
C -2.34 4.06 0.08
C -2.31 3.57 -1.36
N -2.40 2.10 -1.41
C -3.77 1.63 -1.23
C -3.76 0.18 -0.80
N -2.94 0.05 0.42
C -3.74 0.30 1.63
C -2.93 0.80 2.81
C -1.60 0.09 3.01
N -0.53 0.72 2.21
C -0.06 1.97 2.82
C 0.71 2.81 1.82
N -0.10 3.02 0.60
C -0.97 4.21 0.72
H -2.95 3.37 0.68
H -2.84 5.03 0.14
H -1.37 3.85 -1.84
H -3.12 4.02 -1.94
H -2.06 1.79 -2.32
H -4.37 1.75 -2.14
H -4.25 2.24 -0.46
H -3.31 -0.43 -1.58
H -4.78 -0.19 -0.64
H -2.58 -0.89 0.46
H -4.27 -0.62 1.90
H -4.51 1.04 1.39
H -3.54 0.70 3.71
H -2.75 1.87 2.69
H -1.67 -0.96 2.71
H -1.32 0.10 4.07
H 0.26 0.08 2.17
H 0.56 1.78 3.69
H -0.93 2.53 3.16
H 1.62 2.30 1.53
H 1.00 3.76 2.28
H 0.53 3.17 -0.19
H -0.46 5.07 0.30
H -1.11 4.42 1.79
C -5.70 -4.78 -3.56
C -4.49 -4.05 -3.05
C -3.85 -3.11 -3.84
C -2.71 -2.45 -3.39
C -2.21 -2.74 -2.13
C -2.84 -3.67 -1.32
C -3.98 -4.32 -1.79
S -0.75 -1.91 -1.55
O -0.96 -1.78 -0.10
O 0.36 -2.72 -1.98
N -0.77 -0.44 -2.08
C 0.00 -0.03 -3.24
C 0.44 1.44 -3.07
O 0.85 2.06 -4.02
O 0.29 1.91 -1.86
H -6.31 -4.14 -4.20
H -6.33 -5.14 -2.74
H -5.41 -5.65 -4.15
H -4.24 -2.88 -4.83
H -2.22 -1.71 -4.01
H -2.45 -3.88 -0.34
H -4.47 -5.05 -1.15
H -0.57 -0.09 -4.17
H 0.90 -0.63 -3.37
O 1.30 0.21 0.18
Si 2.80 -0.24 0.58
C 3.89 -0.71 -0.87
C 5.25 -0.40 -0.86
C 6.08 -0.78 -1.91
C 5.55 -1.47 -2.99
C 4.20 -1.80 -3.01
C 3.38 -1.42 -1.96
C 3.66 1.20 1.45
C 4.07 2.30 0.69
C 4.53 3.46 1.29
C 4.60 3.55 2.68
C 4.21 2.46 3.45
C 3.74 1.30 2.84
C 2.70 -1.66 1.82
C 3.85 -2.09 2.50
C 3.79 -3.12 3.43
C 2.58 -3.75 3.69
C 1.44 -3.35 3.01
C 1.50 -2.32 2.08
H 5.68 0.15 -0.03
H 7.13 -0.53 -1.89
H 6.19 -1.76 -3.82
H 3.79 -2.35 -3.84
H 2.34 -1.71 -1.97
H 4.01 2.25 -0.39
H 4.84 4.30 0.68
H 4.96 4.45 3.15
H 4.27 2.52 4.53
H 3.44 0.47 3.46
H 4.80 -1.61 2.30
H 4.69 -3.43 3.94
H 2.53 -4.55 4.41
H 0.50 -3.85 3.20
H 0.61 -2.04 1.53
*
```